The following is a quantum chemistry calculation of 12 unconnected molecules or ions with the total composition C57H89NO12 in a non-equilibrium geometry, from OMol25.

highest occupied orbital energy: -8.981 eV
charge: 0
LUMO level: 0.318 eV
HOMO-LUMO gap: 9.3 eV
SMILES: C[N+](=O)[O-].c1ccccc1.c1ccccc1.c1ccccc1.c1ccccc1.c1ccccc1.c1ccccc1.COCCOC.COCCOC.COCCOC.COCCOC.COCCOC

Bonds (Å) are listed after each position.
Geometry (Å):
1 O -2.59067 0.34567 4.66250  C40 1.405, C68 1.398
2 O 0.70750 -10.28393 -0.17687  C55 1.421, C58 1.398
3 O 2.76791 4.37889 1.53526  C38 1.400, C60 1.438
4 O -2.71427 -0.09733 -3.75343  C50 1.408, C59 1.415
5 O 3.88683 -1.21480 2.82353  N13 1.208
6 O 4.07833 0.53048 1.58083  N13 1.211
7 O 1.51570 5.56996 -0.70359  C36 1.406, C56 1.424
8 O 0.28282 4.25806 -3.78639  C29 1.413, C70 1.406
9 O -1.71751 6.22726 -4.87734  C16 1.417, C34 1.399
10 O -4.08037 0.78574 -1.10980  C20 1.413, C22 1.410
11 O 1.49291 -7.42781 0.52478  C15 1.405, C44 1.421
12 O 0.06164 0.02693 5.63418  C37 1.404, C62 1.424
13 N 3.60702 -0.08070 2.51430  O5 1.208, O6 1.211, C28 1.491
14 C -2.23740 -5.75287 0.73581  C42 1.392, C67 1.400, H133 1.082
15 C 1.51856 -6.19593 1.19999  O11 1.405, H74 1.091, H99 1.093, H152 1.097
16 C -2.81608 7.01480 -4.45143  O9 1.417, H104 1.097, H110 1.092, H147 1.087
17 C -0.49222 5.50855 5.65615  C31 1.391, C65 1.388, H157 1.083
18 C 2.33299 -0.20316 -5.16512  C32 1.388, C41 1.393, H77 1.085
19 C -3.51004 4.33001 -0.50777  C27 1.380, C54 1.389, H153 1.083
20 C -3.21013 -0.30796 -1.31484  O10 1.413, C59 1.542, H106 1.089, H109 1.099
21 C -2.23519 5.50545 1.66817  C51 1.391, C64 1.401, H129 1.083
22 C -4.92166 1.01302 -2.21794  O10 1.410, H108 1.096, H114 1.087, H141 1.093
23 C -4.66219 -5.77751 0.47172  C42 1.390, C63 1.395, H126 1.080
24 C 1.00916 -1.50551 0.49252  C47 1.376, C52 1.400, H72 1.084
25 C -1.50006 3.38708 5.21644  C53 1.391, C65 1.384, H143 1.084
26 C 4.66399 -2.87833 -0.63909  C66 1.380, C69 1.382, H156 1.085
27 C -3.63259 5.68502 -0.27412  C19 1.380, C51 1.392, H134 1.085
28 C 2.56021 0.57321 3.35126  N13 1.491, H83 1.085, H84 1.082, H158 1.090
29 C 1.43179 3.43913 -3.86266  O8 1.413, H73 1.097, H82 1.089, H151 1.095
30 C 2.85097 -0.79277 -7.42839  C35 1.393, C41 1.379, H81 1.083
31 C 0.56438 5.14648 4.82781  C17 1.391, C43 1.395, H124 1.083
32 C 2.66843 -1.47348 -4.71626  C18 1.388, C39 1.401, H140 1.082
33 C -0.14205 0.99119 0.06288  C49 1.384, C61 1.399, H75 1.082
34 C -1.85666 4.86961 -4.57070  O9 1.399, C70 1.521, H142 1.098, H154 1.101
35 C 3.16277 -2.08088 -7.00022  C30 1.393, C39 1.378, H146 1.083
36 C 1.18325 4.26863 -0.28821  O7 1.406, C60 1.503, H76 1.099, H111 1.099
37 C -0.86830 -1.02075 5.73492  O12 1.404, C68 1.530, H91 1.094, H135 1.098
38 C 3.96504 3.90713 2.08577  O3 1.400, H125 1.094, H132 1.099, H148 1.094
39 C 3.00926 -2.43423 -5.67680  C32 1.401, C35 1.378, H113 1.083
40 C -3.80269 0.37458 3.95333  O1 1.405, H71 1.102, H78 1.092, H92 1.091
41 C 2.49398 0.16219 -6.49952  C18 1.393, C30 1.379, H79 1.083
42 C -3.43805 -6.43099 0.54849  C14 1.392, C23 1.390, H145 1.085
43 C 0.54865 3.93104 4.14327  C31 1.395, C53 1.389, H116 1.084
44 C 1.39550 -8.53676 1.40871  O11 1.421, C58 1.535, H88 1.095, H119 1.096
45 C 5.20781 -5.57170 -1.04550  C46 1.387, C48 1.390, H80 1.082
46 C 5.19007 -5.03132 0.23142  C45 1.387, C66 1.379, H150 1.085
47 C -0.04796 -1.09351 1.27086  C24 1.376, C49 1.384, H85 1.083
48 C 4.83570 -4.77179 -2.12025  C45 1.390, C69 1.401, H127 1.083
49 C -0.64242 0.13204 1.02511  C33 1.384, C47 1.384, H137 1.086
50 C -1.72771 0.11110 -4.73610  O4 1.408, H105 1.092, H112 1.097, H144 1.089
51 C -3.01237 6.28566 0.81837  C21 1.391, C27 1.392, H86 1.082
52 C 1.47551 -0.68358 -0.54059  C24 1.400, C61 1.385, H149 1.083
53 C -0.46999 3.01191 4.36018  C25 1.391, C43 1.389, H90 1.081
54 C -2.75352 3.54514 0.35373  C19 1.389, C64 1.385, H117 1.083
55 C 0.80682 -9.54166 -1.38397  O2 1.421, H94 1.088, H107 1.087, H128 1.094
56 C 0.42579 6.40584 -1.07954  O7 1.424, H96 1.092, H120 1.098, H136 1.085
57 C -3.52081 -3.79940 1.21928  C63 1.379, C67 1.388, H159 1.086
58 C 0.33035 -9.54020 0.94509  O2 1.398, C44 1.535, H97 1.094, H121 1.096
59 C -2.18257 -0.08358 -2.44192  O4 1.415, C20 1.542, H98 1.093, H123 1.099
60 C 2.46512 3.73285 0.28623  O3 1.438, C36 1.503, H100 1.096, H103 1.095
61 C 0.98495 0.60543 -0.67148  C33 1.399, C52 1.385, H115 1.083
62 C 1.05828 -0.04183 6.64856  O12 1.424, H87 1.096, H101 1.091, H138 1.089
63 C -4.68514 -4.43120 0.83545  C23 1.395, C57 1.379, H102 1.083
64 C -2.13724 4.12531 1.45049  C21 1.401, C54 1.385, H130 1.082
65 C -1.51174 4.59581 5.89145  C17 1.388, C25 1.384, H89 1.082
66 C 4.92285 -3.69531 0.44282  C26 1.380, C46 1.379, H139 1.083
67 C -2.27739 -4.40730 1.12137  C14 1.400, C57 1.388, H122 1.081
68 C -1.95363 -0.89919 4.66277  O1 1.398, C37 1.530, H118 1.095, H155 1.098
69 C 4.64392 -3.39812 -1.91972  C26 1.382, C48 1.401, H93 1.083
70 C -0.57198 4.12181 -4.89421  O8 1.406, C34 1.521, H95 1.104, H131 1.096
71 H -4.47944 -0.39340 4.36156  C40 1.102
72 H 1.42961 -2.49810 0.60667  C24 1.084
73 H 1.07260 2.40691 -3.77384  C29 1.097
74 H 1.73254 -5.35916 0.53365  C15 1.091
75 H -0.48417 2.01366 -0.02973  C33 1.082
76 H 0.38794 4.33542 0.46711  C36 1.099
77 H 2.12487 0.62449 -4.49584  C18 1.085
78 H -4.36181 1.26518 4.24654  C40 1.092
79 H 2.26491 1.17132 -6.81882  C41 1.083
80 H 5.55909 -6.58711 -1.17423  C45 1.082
81 H 2.92923 -0.45335 -8.45418  C30 1.083
82 H 2.06400 3.72628 -3.02437  C29 1.089
83 H 2.84815 1.56569 3.68075  C28 1.085
84 H 2.40191 -0.11415 4.17236  C28 1.082
85 H -0.43776 -1.75223 2.03690  C47 1.083
86 H -3.12999 7.33114 1.07153  C51 1.082
87 H 0.52701 -0.05746 7.60738  C62 1.096
88 H 1.18276 -8.21301 2.43295  C44 1.095
89 H -2.29538 4.85485 6.59142  C65 1.082
90 H -0.45482 2.07729 3.81688  C53 1.081
91 H -0.44943 -2.02768 5.64384  C37 1.094
92 H -3.69363 0.28283 2.87213  C40 1.091
93 H 4.46817 -2.75757 -2.77497  C69 1.083
94 H 0.81722 -10.23415 -2.22342  C55 1.088
95 H -0.82127 3.05330 -5.01672  C70 1.104
96 H -0.18850 5.92655 -1.84497  C56 1.092
97 H 0.29520 -10.23714 1.78713  C58 1.094
98 H -1.36565 -0.80196 -2.33241  C59 1.093
99 H 2.26865 -6.17701 1.99484  C15 1.093
100 H 3.32581 3.95682 -0.35369  C60 1.096
101 H 1.68726 -0.91981 6.49222  C62 1.091
102 H -5.62712 -3.89720 0.83774  C63 1.083
103 H 2.48768 2.64857 0.43892  C60 1.095
104 H -2.70656 7.17642 -3.37217  C16 1.097
105 H -2.28248 0.53515 -5.57610  C50 1.092
106 H -2.64767 -0.45184 -0.39353  C20 1.089
107 H 1.70701 -8.93322 -1.36652  C55 1.087
108 H -5.40140 0.09007 -2.56416  C22 1.096
109 H -3.78403 -1.23879 -1.42454  C20 1.099
110 H -3.77769 6.54646 -4.67326  C16 1.092
111 H 0.79176 3.64616 -1.10521  C36 1.099
112 H -1.01427 0.91985 -4.53768  C50 1.097
113 H 3.19670 -3.44360 -5.33141  C39 1.083
114 H -5.67685 1.77147 -2.02553  C22 1.087
115 H 1.52583 1.27757 -1.32610  C61 1.083
116 H 1.40729 3.67355 3.53335  C43 1.084
117 H -2.73767 2.47274 0.20205  C54 1.083
118 H -1.50698 -1.10210 3.68431  C68 1.095
119 H 2.36257 -9.05296 1.43294  C44 1.096
120 H -0.14855 6.53543 -0.15299  C56 1.098
121 H -0.62410 -9.01233 0.84153  C58 1.096
122 H -1.38635 -3.82586 1.31369  C67 1.081
123 H -1.88631 0.95766 -2.25334  C59 1.099
124 H 1.40440 5.82645 4.76046  C31 1.083
125 H 4.01503 4.06192 3.16720  C38 1.094
126 H -5.56196 -6.26331 0.12396  C23 1.080
127 H 4.70946 -5.19880 -3.10703  C48 1.083
128 H -0.07784 -8.91655 -1.53626  C55 1.094
129 H -1.73905 5.96615 2.51292  C21 1.083
130 H -1.41210 3.62166 2.07633  C64 1.082
131 H -0.10558 4.35082 -5.85919  C70 1.096
132 H 4.81790 4.48087 1.69727  C38 1.099
133 H -1.31184 -6.27669 0.53893  C14 1.082
134 H -4.24799 6.28600 -0.93461  C27 1.085
135 H -1.39595 -0.92371 6.69298  C37 1.098
136 H 0.78535 7.37881 -1.39825  C56 1.085
137 H -1.48156 0.44755 1.63843  C49 1.086
138 H 1.63361 0.88162 6.68326  C62 1.089
139 H 4.99333 -3.26489 1.43407  C66 1.083
140 H 2.46202 -1.73507 -3.68714  C32 1.082
141 H -4.36685 1.34010 -3.10107  C22 1.093
142 H -2.12048 4.68681 -3.52111  C34 1.098
143 H -2.27817 2.66630 5.43900  C25 1.084
144 H -1.19409 -0.79892 -5.00675  C50 1.089
145 H -3.39496 -7.50172 0.37953  C42 1.085
146 H 3.43784 -2.81087 -7.75156  C35 1.083
147 H -2.70924 7.98033 -4.93983  C16 1.087
148 H 4.22379 2.85584 1.92648  C38 1.094
149 H 2.32763 -1.00282 -1.12704  C52 1.083
150 H 5.51694 -5.60843 1.08967  C46 1.085
151 H 2.03460 3.52946 -4.77184  C29 1.095
152 H 0.54901 -5.92404 1.63450  C15 1.097
153 H -4.00639 3.88375 -1.36064  C19 1.083
154 H -2.69148 4.42936 -5.13675  C34 1.101
155 H -2.66010 -1.69688 4.92600  C68 1.098
156 H 4.51010 -1.80531 -0.59005  C26 1.085
157 H -0.43953 6.48045 6.13035  C17 1.083
158 H 1.67282 0.59123 2.71863  C28 1.090
159 H -3.57873 -2.73670 1.43653  C57 1.086

Löwdin population analysis, charges in e, atoms 1 to 99: number 1, O, carries -0.195; number 2, O, carries -0.174; number 3, O, carries -0.182; number 4, O, carries -0.200; number 5, O, carries 0.063; number 6, O, carries 0.054; number 7, O, carries -0.183; number 8, O, carries -0.189; number 9, O, carries -0.177; number 10, O, carries -0.190; number 11, O, carries -0.199; number 12, O, carries -0.206; number 13, N, carries -0.431; number 14, C, carries -0.082; number 15, C, carries -0.124; number 16, C, carries -0.096; number 17, C, carries -0.101; number 18, C, carries -0.097; number 19, C, carries -0.089; number 20, C, carries -0.192; number 21, C, carries -0.086; number 22, C, carries -0.111; number 23, C, carries -0.083; number 24, C, carries -0.077; number 25, C, carries -0.085; number 26, C, carries -0.103; number 27, C, carries -0.101; number 28, C, carries 0.068; number 29, C, carries -0.096; number 30, C, carries -0.094; number 31, C, carries -0.089; number 32, C, carries -0.088; number 33, C, carries -0.083; number 34, C, carries -0.220; number 35, C, carries -0.092; number 36, C, carries -0.212; number 37, C, carries -0.206; number 38, C, carries -0.139; number 39, C, carries -0.092; number 40, C, carries -0.098; number 41, C, carries -0.097; number 42, C, carries -0.097; number 43, C, carries -0.090; number 44, C, carries -0.197; number 45, C, carries -0.091; number 46, C, carries -0.107; number 47, C, carries -0.108; number 48, C, carries -0.084; number 49, C, carries -0.108; number 50, C, carries -0.106; number 51, C, carries -0.094; number 52, C, carries -0.074; number 53, C, carries -0.103; number 54, C, carries -0.087; number 55, C, carries -0.094; number 56, C, carries -0.065; number 57, C, carries -0.110; number 58, C, carries -0.215; number 59, C, carries -0.190; number 60, C, carries -0.176; number 61, C, carries -0.083; number 62, C, carries -0.096; number 63, C, carries -0.098; number 64, C, carries -0.089; number 65, C, carries -0.090; number 66, C, carries -0.094; number 67, C, carries -0.079; number 68, C, carries -0.208; number 69, C, carries -0.091; number 70, C, carries -0.198; number 71, H, carries 0.090; number 72, H, carries 0.101; number 73, H, carries 0.063; number 74, H, carries 0.083; number 75, H, carries 0.082; number 76, H, carries 0.113; number 77, H, carries 0.075; number 78, H, carries 0.091; number 79, H, carries 0.099; number 80, H, carries 0.101; number 81, H, carries 0.102; number 82, H, carries 0.085; number 83, H, carries 0.093; number 84, H, carries 0.078; number 85, H, carries 0.083; number 86, H, carries 0.101; number 87, H, carries 0.090; number 88, H, carries 0.122; number 89, H, carries 0.100; number 90, H, carries 0.089; number 91, H, carries 0.131; number 92, H, carries 0.082; number 93, H, carries 0.082; number 94, H, carries 0.086; number 95, H, carries 0.102; number 96, H, carries 0.075; number 97, H, carries 0.126; number 98, H, carries 0.129; number 99, H, carries 0.090